The following is a DFT calculation (ωB97M-V/def2-TZVPD) of 2 unconnected molecules or ions with the total composition C50H66BF6N4 in a non-equilibrium geometry.

The geometry in ORCA input format:
```
! wB97M-V def2-TZVPD RIJCOSX def2/J DEFGRID3
* xyz 1 1
F 2.170 1.540 9.686
F -4.830 6.221 -0.179
F -4.322 4.329 0.832
F 0.067 0.979 9.230
F 1.381 1.737 7.613
F -5.435 5.867 1.929
N 0.843 -0.990 7.419
N -2.702 5.450 2.651
N -0.683 -0.698 -1.921
N 0.874 -1.534 -3.253
C -0.295 2.030 -2.874
C -1.704 2.142 -2.298
C 1.296 -6.077 -4.426
C -0.395 -4.573 -3.528
C 0.064 -2.222 1.259
C -1.264 -3.193 -0.554
C -0.952 4.250 1.418
C 0.874 -4.603 -4.371
C -3.314 5.742 3.923
C -3.038 1.618 -0.259
C 0.002 2.191 2.379
C 3.505 -0.258 -4.676
C -1.761 -0.790 0.316
C -0.840 2.431 3.520
C -3.139 6.275 1.540
C 3.267 -1.637 -4.011
C -1.808 3.595 -1.835
C -0.315 -1.415 -3.974
C 2.010 -3.710 -3.782
C -4.422 5.703 1.008
C 3.176 -4.355 -3.356
C -2.022 1.182 -1.118
C -3.174 1.072 1.004
C -1.271 -0.984 -3.143
C -2.522 -0.121 1.289
C 0.661 -0.994 -1.992
C 2.196 -0.527 5.452
C -0.098 3.162 1.336
C 0.578 -4.208 -5.819
C 4.359 0.589 -3.728
C 2.027 -2.266 -3.724
C 4.402 -3.693 -3.357
C 0.950 1.119 2.321
C -1.430 -0.075 -0.860
C -1.326 -2.249 0.638
C -0.243 -1.763 7.964
C 1.039 0.221 3.448
C -0.234 -0.784 5.283
C 4.444 -2.359 -3.735
C 0.944 -0.784 6.076
C -2.290 -2.905 1.637
C 1.777 -0.439 8.400
C -0.172 -0.298 4.000
C 4.294 -0.460 -5.984
C -1.803 3.412 3.539
C -1.836 4.404 2.528
C 2.243 -0.116 4.134
C 1.360 0.957 8.755
C -2.745 1.965 -3.407
C 2.250 0.511 -5.042
B 1.613 -0.260 -0.985
H 0.316 -3.199 1.698
H 0.498 -6.657 -4.912
H 5.246 -0.982 -5.830
H 3.830 0.729 -2.777
H -3.711 2.414 -0.572
H 0.565 3.033 0.475
H -1.506 4.266 -2.652
H -0.135 2.891 -3.544
H 0.330 -3.150 -5.924
H -2.005 -3.957 1.794
H -1.176 -1.171 7.973
H 0.481 2.060 -2.099
H 3.199 0.040 3.631
H 1.606 -0.058 -5.721
H 3.696 -1.041 -6.696
H -0.393 -1.666 -5.012
H -3.380 7.273 1.937
H -2.657 0.988 -3.892
H -0.473 -2.905 -1.246
H -0.752 1.834 4.427
H -1.132 3.764 -0.990
H -2.394 6.300 0.740
H 2.172 0.671 -1.576
H -2.272 -2.429 2.626
H 1.454 -4.417 -6.447
H 1.701 -1.075 9.290
H -1.089 -0.229 3.407
H 2.797 -0.371 8.004
H 5.408 -1.866 -3.851
H -0.169 1.137 -3.490
H 5.329 -4.225 -3.137
H -3.926 4.900 4.282
H 0.108 -1.478 2.053
H 2.213 -6.221 -5.011
H -2.698 -0.548 2.275
H -0.967 -3.651 -3.661
H 0.825 -1.947 0.524
H -2.592 2.739 -4.169
H -3.310 -2.889 1.226
H 3.166 -5.410 -3.084
H 1.439 -6.493 -3.422
H -2.534 3.424 4.357
H -0.153 -4.700 -2.468
H 3.101 -0.710 6.038
H -2.330 -0.897 -3.297
H 2.470 -1.064 -0.645
H 4.554 1.573 -4.177
H -0.263 -4.802 -6.198
H 1.690 0.830 -4.157
H 2.561 1.427 -5.568
H -3.832 1.541 1.735
H 1.812 1.196 1.658
H -2.821 3.895 -1.539
H 0.039 -2.051 8.984
H 4.513 0.515 -6.440
H -0.402 -2.671 7.360
H -1.048 -5.407 -3.825
H -2.550 5.951 4.691
H -2.219 -3.253 -1.085
H -1.189 -1.088 5.709
H -3.961 6.619 3.824
H 5.328 0.117 -3.519
H -0.940 5.024 0.650
H 1.016 0.293 0.120
H -3.761 2.071 -3.006
H -1.004 -4.195 -0.183
*
```

Summary:
**M**: 847.91 u
**E_HOMO**: -0.3802 Ha
**DFT total energy**: -2787.6198 Eh

These are the Mulliken partial charges, in e, on atoms 1 to 4:
1. F -0.259
2. F -0.278
3. F -0.190
4. F -0.269

---

The following is a DFT calculation (ωB97M-V/def2-TZVPD) of a molecular structure, C50H66CsIO2Sb2Se in a non-equilibrium geometry.

The geometry in ORCA input format:
```
! wB97M-V def2-TZVPD RIJCOSX def2/J DEFGRID3
* xyz -2 1
Cs -0.876 1.138 -1.461
I -3.866 3.234 -3.671
Sb -1.460 3.136 1.872
Sb 1.918 2.832 -0.304
Se 0.446 -0.289 1.553
O 1.498 -0.046 -1.389
O -2.447 0.266 0.421
C 2.921 -4.987 2.526
C -4.855 -0.513 -0.679
C -1.205 -1.290 1.720
C -0.984 -4.692 4.274
C 1.709 5.068 4.799
C -3.556 -1.688 1.232
C -1.197 -2.419 2.520
C 3.880 -0.598 -3.103
C 0.645 5.150 3.917
C -0.676 3.100 -4.100
C -2.661 4.238 -5.066
C -2.813 3.804 3.436
C -2.331 -4.453 3.591
C 1.473 3.612 -5.226
C 3.177 4.783 2.936
C -2.825 3.473 0.261
C 1.870 -1.144 -0.834
C -0.397 5.054 1.659
C 2.987 4.871 4.304
C -2.320 -3.200 2.720
C 2.412 4.790 0.575
C 1.759 -1.701 -3.860
C 3.063 -3.276 -0.908
C 3.837 -3.014 -3.632
C 3.357 1.809 0.908
C -3.478 -2.799 2.052
C 2.690 -6.072 0.309
C 1.537 -1.483 0.512
C 3.025 -1.870 -3.010
C -2.647 -5.682 2.725
C -0.508 4.691 -6.049
C -1.262 3.995 -5.056
C 3.284 3.202 -1.925
C 0.693 2.950 -4.252
C -4.917 -1.363 0.595
C -2.493 5.776 -6.908
C 2.008 -2.644 1.112
C -5.762 -0.610 1.636
C 2.774 -3.570 0.429
C 0.887 4.477 -6.110
C 4.822 -4.928 0.943
C -2.403 -0.832 1.075
C 2.653 -2.125 -1.550
C -1.142 5.576 -6.957
C -5.666 -2.648 0.190
C -3.397 -4.328 4.688
C 3.291 -4.866 1.048
C 0.814 5.044 2.535
C -3.263 5.092 -5.950
C 2.118 4.878 2.029
H 3.315 0.233 -2.688
H 3.059 -7.012 0.731
H 1.465 5.002 -6.865
H -0.190 -4.837 3.540
H 3.833 4.788 4.976
H -5.261 0.318 1.917
H -2.337 3.689 4.408
H 5.153 -4.874 -0.094
H 4.787 -3.169 -3.116
H 2.544 3.430 -5.265
H 3.319 -5.921 2.933
H -5.912 -3.291 1.035
H -1.034 -5.590 4.895
H -4.197 -0.962 -1.425
H -3.559 4.242 0.503
H 1.839 -4.996 2.666
H 1.147 -2.606 -3.816
H -5.891 -1.213 2.537
H 5.274 -4.092 1.479
H 3.472 0.789 0.546
H -2.298 3.789 -0.639
H -4.335 5.241 -5.914
H 1.170 -0.860 -3.504
H 3.472 4.982 0.403
H 4.135 -0.380 -4.144
H -3.323 2.527 0.068
H -3.709 3.183 3.421
H 1.602 -6.059 0.389
H 5.202 -5.861 1.372
H -1.061 5.878 1.931
H 2.031 -1.523 -4.904
H -6.607 -2.385 -0.298
H -0.135 5.181 0.610
H -0.531 6.090 -7.693
H 3.449 2.306 -2.515
H 4.306 2.344 0.829
H 1.753 -2.809 2.151
H 3.644 -3.999 -1.465
H 2.946 -6.050 -0.751
H -3.421 -5.230 5.306
H -4.391 -4.183 4.265
H 2.885 3.979 -2.574
H -2.980 6.452 -7.602
H 1.248 2.282 -3.591
H -5.862 -0.448 -1.105
H -6.750 -0.360 1.235
H -3.109 4.844 3.293
H -4.488 0.488 -0.484
H 4.062 -2.767 -4.673
H -1.889 -5.799 1.948
H 1.849 5.540 0.016
H -4.369 -3.398 2.194
H 4.805 -0.716 -2.535
H 4.178 4.640 2.544
H -5.066 -3.229 -0.513
H 3.282 -3.955 -3.625
H 1.536 5.146 5.866
H -3.182 -3.473 5.332
H -0.359 5.291 4.305
H 3.037 1.782 1.949
H -2.670 -6.594 3.330
H -0.269 -2.669 3.019
H 3.330 -4.161 3.109
H -3.613 -5.573 2.231
H -0.705 -3.852 4.912
H 4.232 3.532 -1.494
*
```

Summary:
**ΔE to the lowest compared entry with this formula, charge and spin**: 51.2 kJ/mol
**M**: 1281.37 u
**E_HOMO**: -0.0688 Ha
**DFT total energy**: -5295.1120 Eh

These are the Mulliken partial charges, in e, on atoms 1 to 4:
1. Cs 2.695
2. I 0.086
3. Sb 0.418
4. Sb 0.333

---

The following is a DFT calculation (ωB97M-V/def2-TZVPD) of a molecular structure, C50H66N4O4Ti.

The geometry in ORCA input format:
```
! wB97M-V def2-TZVPD RIJCOSX def2/J DEFGRID3
* xyz 0 3
Ti -0.204 0.192 -0.003
O -0.492 -0.212 -2.016
O -0.545 -0.290 2.475
O 1.806 -1.501 2.962
O 1.178 1.250 1.083
N -2.194 -0.347 0.275
N -0.061 2.051 -0.974
N -1.575 -2.602 0.682
N -3.801 -2.025 0.642
C 2.515 -3.316 0.104
C -4.406 -3.054 -0.119
C -1.260 -0.284 -6.129
C 1.246 7.371 -0.612
C -5.677 -5.050 -1.571
C -3.116 4.244 -4.286
C -4.407 2.605 0.070
C 2.712 4.533 0.752
C 2.388 6.408 -0.963
C 4.128 1.586 2.052
C 1.482 2.484 0.694
C -4.373 -4.697 -1.871
C -3.992 0.227 -1.271
C -2.478 -1.606 0.472
C -5.734 -3.385 0.187
C 3.266 2.771 2.509
C -3.391 1.760 0.515
C -3.735 -3.696 -1.154
C 2.460 3.284 1.315
C -0.883 2.095 -2.040
C 4.195 3.848 3.071
C 2.521 6.328 -2.489
C 2.068 5.030 -0.384
C -6.345 -4.385 -0.554
C 3.692 6.980 -0.406
C 0.679 -1.711 0.114
C -4.528 3.791 -4.682
C -1.099 -1.812 -4.191
C -2.340 1.824 -4.337
C -2.541 2.136 1.692
C -0.146 -2.756 0.512
C 0.314 -4.064 0.766
C -2.380 4.742 -5.537
C -3.248 5.406 -3.299
C 1.662 -4.316 0.564
C -6.469 -2.660 1.274
C 0.785 2.993 -0.435
C -1.035 0.781 -2.641
C -1.722 0.679 -3.884
C 2.343 2.328 3.652
C -0.592 -5.168 1.239
C 2.021 -2.040 -0.114
C -3.316 -0.975 -4.892
C -5.207 2.275 -1.012
C -1.564 3.216 -2.554
C -2.330 3.083 -3.682
C 1.093 4.241 -0.971
C -4.992 1.083 -1.696
C -1.839 -0.589 -4.742
C -3.215 0.559 -0.165
H -1.201 -2.622 -4.918
H -5.991 2.950 -1.328
H -2.913 3.052 2.146
H -2.928 5.562 -6.004
H -0.016 -6.064 1.458
H 0.590 4.564 -1.870
H -2.729 -3.410 -1.421
H 0.178 -0.922 2.684
H 0.297 7.009 -1.010
H 3.629 7.185 0.662
H -1.507 4.149 -2.015
H 1.944 -2.288 2.414
H 3.520 0.831 1.557
H -3.918 -0.161 -5.296
H -1.278 -1.184 -6.745
H -6.634 -1.609 1.020
H -1.127 -4.899 2.153
H 4.891 1.914 1.346
H 1.581 6.063 -2.970
H 3.916 7.924 -0.905
H -0.161 0.560 2.719
H -6.177 -5.830 -2.129
H 4.713 3.453 3.945
H -1.382 5.098 -5.282
H -1.337 -5.438 0.486
H -5.044 3.340 -3.837
H 2.827 7.296 -2.888
H -2.272 3.946 -6.276
H 3.463 5.151 1.219
H 3.643 4.735 3.384
H -0.227 0.055 -6.050
H -7.446 -3.107 1.444
H -3.902 6.170 -3.718
H 4.532 6.304 -0.572
H -1.825 0.488 -6.650
H -0.041 -1.619 -4.030
H 1.138 7.469 0.468
H 1.433 8.362 -1.028
H -7.370 -4.645 -0.321
H 2.040 -5.313 0.754
H -5.589 0.823 -2.560
H 3.266 5.588 -2.779
H -1.501 2.323 1.401
H -3.787 -0.690 -1.806
H -2.036 -3.450 0.969
H 2.938 2.085 4.533
H -4.565 3.540 0.594
H -2.887 1.757 -5.268
H -3.843 -5.188 -2.676
H 4.629 1.127 2.906
H -3.410 -1.828 -5.566
H 2.705 -1.266 -0.456
H 4.954 4.154 2.350
H -1.509 -2.142 -3.240
H -5.915 -2.683 2.214
H 1.768 1.450 3.383
H -2.527 1.347 2.447
H 1.648 3.124 3.922
H -4.514 3.066 -5.494
H -2.286 5.877 -3.094
H -3.674 5.080 -2.349
H 3.558 -3.539 -0.077
H -4.426 -1.274 0.898
H -5.111 4.649 -5.022
H -3.746 -1.262 -3.933
H 2.202 -0.796 2.427
*
```

Summary:
**ΔE to the lowest compared entry with this formula, charge and spin**: 0.0 kJ/mol
**M**: 834.97 u
**E_HOMO (spin up / spin down)**: -0.2482 / -0.2580 Ha
**DFT total energy**: -3314.4953 Eh
**<S²>**: 2.032

These are the Mulliken partial charges, in e, on atoms 1 to 4:
1. Ti -1.091
2. O -0.596
3. O -0.578
4. O -0.868

---

The following is a DFT calculation (ωB97M-V/def2-TZVPD) of 3 unconnected molecules or ions with the total composition C50H70FN4 in a non-equilibrium geometry.

The geometry in ORCA input format:
```
! wB97M-V def2-TZVPD RIJCOSX def2/J DEFGRID3
* xyz 1 1
F -1.432 1.208 9.816
N 2.830 0.497 11.546
N -3.565 -0.223 5.660
N -2.964 0.603 6.546
N -4.890 -0.096 5.915
C -0.946 -0.077 7.717
C -1.803 1.221 3.561
C -1.144 -2.452 8.368
C -5.527 -2.407 5.365
C 0.580 1.690 6.145
C -6.220 3.477 6.774
C -5.833 1.332 3.077
C -3.207 -3.228 5.199
C -10.891 2.317 9.695
C -6.951 0.958 4.046
C -8.750 0.201 8.061
C 3.508 -0.561 11.150
C -5.109 0.662 7.090
C -6.854 4.234 5.601
C -9.278 1.487 7.888
C -8.423 2.517 7.491
C -1.983 -0.786 10.056
C -5.780 -1.027 5.233
C 2.306 2.426 12.982
C -6.821 -0.524 4.423
C -5.962 -1.283 9.521
C 5.144 -0.053 12.818
C -1.773 -1.088 8.559
C -7.548 -2.819 4.077
C 6.489 -0.340 13.519
C -11.759 0.730 7.948
C -8.336 1.301 3.467
C 4.380 1.038 13.254
C -6.437 -3.288 4.772
C 3.177 1.275 12.554
C -6.509 0.982 7.455
C -7.723 -1.451 3.902
C -5.905 4.400 7.958
C -3.843 1.026 7.591
C -3.287 1.594 8.732
C -7.059 2.282 7.250
C -6.828 -1.405 8.269
C -10.738 1.835 8.242
C -7.390 -0.055 7.895
C -7.887 -2.502 8.398
C -4.725 -4.217 7.010
C -1.532 0.639 6.674
C -1.420 2.224 4.657
C 3.015 -1.438 10.031
C -4.359 -2.979 6.172
C -0.774 1.522 5.869
C -2.615 3.139 4.956
C 4.726 -0.897 11.783
C 1.162 1.102 7.280
C 0.338 0.347 8.100
H 1.177 2.380 5.532
H -2.803 3.792 4.090
H 2.830 2.919 13.801
H -3.500 -3.957 4.431
H 3.777 -2.192 9.861
H -8.447 -2.619 7.458
H -11.918 2.646 9.890
H -7.075 3.555 4.767
H -3.869 1.702 9.652
H -3.540 2.565 5.093
H -6.239 -4.353 4.849
H 4.631 1.713 14.079
H -10.987 2.695 7.601
H -0.981 -2.653 7.301
H 7.141 0.563 13.371
H -2.323 -3.615 5.724
H -5.707 -4.085 7.496
H -5.945 0.784 2.128
H -6.824 4.827 8.380
H -2.180 1.709 8.759
H -8.571 -2.241 9.219
H 2.082 -1.977 10.226
H -4.761 -5.124 6.378
H -1.005 -0.521 10.455
H -11.687 -0.116 8.637
H -0.626 2.885 4.276
H -6.166 -1.694 7.444
H -8.311 -3.509 3.695
H -0.914 0.646 3.270
H -5.253 5.218 7.636
H -6.147 4.992 5.240
H -8.499 0.789 2.507
H -11.642 0.357 6.929
H -9.419 -0.609 8.363
H -7.785 4.731 5.903
H -5.264 3.067 6.421
H -2.470 3.791 5.825
H -5.482 -2.249 9.752
H -4.850 1.052 3.477
H -2.683 0.054 10.167
H -2.441 -1.668 10.546
H -4.015 -2.210 6.880
H -1.798 -3.233 8.768
H -7.410 -3.461 8.644
H -2.756 -1.092 8.104
H -8.489 -1.070 3.235
H -8.848 3.522 7.346
H -12.771 1.138 8.043
H -8.419 2.383 3.295
H 0.713 0.063 9.099
H -2.538 0.506 3.959
H -5.193 -0.505 9.382
H 2.219 1.264 7.586
H -6.617 -0.968 10.355
H 6.271 -0.497 14.608
H -10.219 3.159 9.894
H -2.938 -2.268 4.732
H 1.311 2.165 13.353
H -3.971 -4.366 7.800
H -6.807 1.549 4.966
H -9.117 1.002 4.182
H -0.180 -2.496 8.899
H -5.396 3.831 8.746
H 6.911 -1.252 13.029
H -2.225 1.748 2.693
H 5.263 -1.782 11.422
H -10.659 1.528 10.420
H 2.125 3.185 12.218
H -5.802 2.412 2.877
H 2.853 -0.930 9.079
*
```

Summary:
**ΔE to the lowest compared entry with this formula, charge and spin**: 0.0 kJ/mol
**M**: 746.14 u
**E_HOMO**: -0.3814 Ha
**DFT total energy**: -2265.7145 Eh

These are the Mulliken partial charges, in e, on atoms 1 to 4:
1. F -0.581
2. N -0.328
3. N -0.408
4. N 2.181